Record 1
Computed, not measured: a 9-piece molecular cluster, C24H69N3O9 overall in a non-equilibrium geometry, with ωB97M-V with the def2-TZVPD basis set.

CARTESIAN COORDINATES (ANGSTROEM)
C -2.4811 5.1266 0.4963
O -2.9606 6.0984 1.4404
C -3.6337 7.2659 0.9544
C -3.9102 8.2852 2.1460
C -4.8545 7.6924 3.2343
N -4.6705 9.4487 1.6778
H -3.2461 4.9498 -0.2598
H -2.1908 4.2362 1.0540
H -1.6642 5.4063 -0.1689
H -3.1344 7.6906 0.0835
H -4.5926 7.0062 0.5059
H -2.9912 8.6657 2.5918
H -5.8573 7.4471 2.8845
H -4.8847 8.3343 4.1147
H -4.3649 6.7859 3.5901
H -4.6336 9.9737 2.5399
H -5.6480 9.3379 1.4489
C 1.9935 -7.0083 -2.2575
O 1.4765 -6.9896 -3.5567
C 1.9519 -8.0416 -4.3885
C 1.9627 -7.5414 -5.8567
C 0.6004 -7.4176 -6.5047
N 2.7867 -8.3439 -6.7538
H 1.8119 -5.9799 -1.9453
H 3.0503 -7.2521 -2.1493
H 1.2919 -7.6330 -1.7048
H 3.0094 -8.1659 -4.1551
H 1.5007 -9.0072 -4.1601
H 2.3681 -6.5301 -5.8248
H -0.1582 -7.1654 -5.7637
H 0.2261 -8.3464 -6.9353
H 0.6014 -6.5909 -7.2151
H 2.5552 -8.1576 -7.7191
H 3.7467 -8.0567 -6.6266
C 1.0814 8.5672 5.8027
O 1.7314 7.4135 6.2084
C 1.5385 6.4255 5.1982
C 2.2050 5.0704 5.5355
C 3.7607 5.1701 5.6758
N 1.9659 4.0811 4.3559
H 1.5824 8.9324 4.9062
H 1.3373 9.2413 6.6202
H 0.0128 8.5078 5.5963
H 0.5002 6.2363 4.9260
H 2.0068 6.8333 4.3024
H 1.7716 4.6274 6.4321
H 4.0335 5.9967 6.3319
H 4.2444 5.2890 4.7063
H 4.0805 4.2598 6.1829
H 1.0166 4.1398 4.0161
H 2.0093 3.1552 4.7569
C -3.9527 0.6419 -4.7799
C -5.2668 0.3669 -5.4469
C -6.4316 0.4168 -4.4654
O -5.2674 1.3378 -6.4114
H -3.1654 1.1301 -5.3543
H -3.5986 -0.3630 -4.5498
H -4.0338 1.1758 -3.8331
H -5.4147 -0.6115 -5.9040
H -6.5038 -0.5256 -3.9224
H -7.2961 0.3242 -5.1228
H -6.3828 1.2548 -3.7700
H -4.3825 1.3134 -6.7828
C -0.4059 -1.9026 -0.2702
C 0.5490 -1.0097 -1.1950
C 2.0218 -0.9745 -0.6480
O 0.6843 -1.5877 -2.4403
H -0.5467 -2.9153 -0.6479
H -1.3997 -1.4548 -0.2725
H 0.0940 -1.9893 0.6945
H 0.1316 -0.0138 -1.3435
H 2.7103 -0.3386 -1.2045
H 2.5636 -1.9199 -0.6749
H 1.9557 -0.6081 0.3764
H 0.8001 -2.5390 -2.3837
C 7.0746 1.8603 1.8910
C 7.9485 1.8446 3.1400
C 7.7954 0.5971 3.9909
O 9.2789 1.9425 2.6495
H 7.2293 0.9185 1.3646
H 7.2449 2.6247 1.1329
H 6.1069 2.0212 2.3663
H 7.8618 2.8053 3.6475
H 8.1907 -0.3002 3.5148
H 6.7295 0.4055 4.1148
H 8.3235 0.7648 4.9295
H 9.3806 2.4969 1.8723
C -5.5761 -6.8267 0.9477
C -4.8921 -6.0901 -0.1640
C -4.6574 -6.8819 -1.4624
O -5.7492 -5.0417 -0.6119
H -6.6553 -6.8875 0.8068
H -5.5234 -6.1377 1.7906
H -5.0248 -7.7411 1.1670
H -4.0562 -5.5393 0.2673
H -5.6386 -6.9531 -1.9315
H -4.1608 -7.8348 -1.2793
H -4.0878 -6.2470 -2.1411
H -6.3726 -5.0407 0.1181
O 7.3312 -3.5971 -2.3647
H 7.4588 -3.4278 -3.2981
H 6.8192 -2.8507 -2.0532
O 0.3822 -6.2803 3.1998
H 0.3453 -7.1739 2.8587
H -0.5040 -6.1080 3.5177

**SMILES**: COC[C@H](C)N.COC[C@H](C)N.COC[C@H](C)N.CC(C)O.CC(C)O.CC(C)O.CC(C)O.O.O
**Energy**: -1796.9891 Eh
**HOMO**: -9.091 eV
**ΔE to the lowest compared entry with this formula, charge and spin**: 105.8 kcal/mol

Atomic partial charges in e from the Löwdin method, atoms 1 to 6: number 1, C, carries -0.0988; number 2, O, carries -0.2064; number 3, C, carries -0.1763; number 4, C, carries -0.3825; number 5, C, carries -0.0780; number 6, N, carries 0.0008


Record 2
Computed, not measured: C24H70CdO13S11 as an isolated structure in a non-equilibrium geometry, with ωB97M-V with the def2-TZVPD basis set.

CARTESIAN COORDINATES (ANGSTROEM)
Cd 2.0362 0.9640 0.7701
O -0.0227 1.5666 0.9292
C -0.7272 0.6286 0.1793
C -0.0938 -0.8189 0.1148
O 1.2710 -0.9658 0.1912
H -0.8170 0.9567 -0.8860
H -1.7755 0.5796 0.5415
H -0.5400 -1.2931 -0.7920
H -0.6119 -1.3895 0.9346
C 3.5772 4.2931 3.4779
S 2.7768 4.3383 1.8886
O 2.9231 2.9813 1.2829
C 1.0861 4.4367 2.4545
H 4.6434 4.4476 3.3081
H 3.4741 3.3399 3.9980
H 3.2009 5.0907 4.1189
H 0.5024 4.0533 1.6203
H 0.8310 5.4643 2.7021
H 0.9304 3.7566 3.2885
C -2.1007 4.7703 -3.1686
S -1.3549 5.7271 -1.8209
O -1.9739 7.0570 -1.8340
C -2.1370 4.8011 -0.5105
H -3.1745 4.9000 -3.0496
H -1.8006 3.7272 -3.0910
H -1.7288 5.2162 -4.0878
H -1.7262 3.7852 -0.4335
H -3.2063 4.6712 -0.6920
H -1.9700 5.3510 0.4077
C 4.1156 -2.9427 0.3031
S 5.3645 -2.3189 -0.7974
O 5.9453 -3.4699 -1.5278
C 4.3359 -1.4939 -2.0188
H 3.5754 -2.1475 0.8200
H 4.5722 -3.6782 0.9624
H 3.3855 -3.4808 -0.3054
H 3.4194 -2.0739 -2.1444
H 4.9309 -1.5300 -2.9278
H 4.0254 -0.4811 -1.7609
C 1.9023 -5.6348 3.3061
S 0.1784 -5.1194 3.3345
O 0.1415 -4.0355 4.3512
C 0.1809 -4.3245 1.7367
H 2.4722 -4.7087 3.3618
H 2.0868 -6.1513 2.3638
H 2.0954 -6.2844 4.1528
H 0.8701 -3.4764 1.7364
H -0.8299 -3.9622 1.5664
H 0.4415 -5.0343 0.9547
C -2.9260 -3.1190 3.5417
S -4.1731 -3.4710 2.3070
O -5.4482 -3.0553 2.9112
C -3.6656 -2.2186 1.1263
H -3.2500 -2.2535 4.1177
H -1.9708 -2.9033 3.0680
H -2.8465 -3.9953 4.1790
H -4.3519 -2.2920 0.2848
H -2.6575 -2.4659 0.7845
H -3.6650 -1.2192 1.5613
C -5.3084 4.0225 3.6999
S -4.4803 4.1448 2.1139
O -3.6770 5.3962 2.1855
C -3.2997 2.8035 2.3347
H -4.5955 4.2417 4.4947
H -5.6755 3.0074 3.8577
H -6.1308 4.7314 3.6721
H -3.0937 2.3511 1.3720
H -3.7095 2.0219 2.9780
H -2.4116 3.2450 2.7716
C -0.2176 -1.1788 -4.5228
S 1.1096 -2.0456 -5.3399
O 0.7920 -1.9544 -6.7862
C 2.4525 -0.8741 -5.0791
H 0.0116 -0.7710 -3.5336
H -1.0462 -1.8782 -4.4521
H -0.5169 -0.3456 -5.1599
H 3.3932 -1.3510 -5.3386
H 2.4160 -0.5692 -4.0318
H 2.2791 -0.0409 -5.7621
C 1.0342 3.1871 -2.4536
S 2.6766 2.8650 -1.8408
O 2.5854 1.4953 -1.2160
C 3.4655 2.6582 -3.4155
H 0.7340 2.3995 -3.1453
H 1.0549 4.1992 -2.8507
H 0.3773 3.0972 -1.5837
H 3.0014 1.8485 -3.9762
H 4.5259 2.4770 -3.2478
H 3.3884 3.5894 -3.9788
C -3.8086 -0.1484 -1.8558
S -2.7917 0.5543 -3.1535
O -3.0093 -0.2130 -4.4022
C -3.8648 1.9858 -3.3845
H -4.7577 -0.5164 -2.2427
H -3.9493 0.6111 -1.0876
H -3.2520 -0.9874 -1.4386
H -4.8289 1.5329 -3.6256
H -3.5599 2.6528 -4.1833
H -4.0021 2.5241 -2.4450
C 1.6875 -1.4723 4.0438
S 2.2311 0.2183 4.2179
O 2.5295 0.6251 2.8114
C 0.6146 0.9119 4.5003
H 1.0808 -1.7634 4.8983
H 2.5551 -2.1196 3.9517
H 1.0850 -1.5054 3.1347
H 0.1720 0.5346 5.4238
H -0.0057 0.6943 3.6297
H 0.7157 1.9899 4.6228
C 1.0232 -3.9611 -2.2639
S 0.5103 -5.6192 -1.8865
O 0.3968 -6.3299 -3.1645
C 2.0390 -6.1889 -1.1306
H 0.1470 -3.4206 -2.6144
H 1.8782 -3.9500 -2.9369
H 1.3134 -3.4315 -1.3447
H 2.3790 -5.5710 -0.3061
H 2.7605 -6.3020 -1.9416
H 1.8308 -7.2029 -0.7833

**Energy**: -6481.9489 Eh
**HOMO**: -7.908 eV

Atomic partial charges in e from the Löwdin method, atoms 1 to 6: number 1, Cd, carries 1.3541; number 2, O, carries -0.4312; number 3, C, carries -0.4154; number 4, C, carries -0.4303; number 5, O, carries -0.4054; number 6, H, carries 0.0585


Sequential lowest unoccupied orbital energy output: 0.18, -0.14 eV